Computed, not measured: a molecular structure, C52H59BrN3OP2PdSeSi at a distorted geometry, with the ωB97M-V functional and the def2-TZVPD basis.

CARTESIAN COORDINATES (ANGSTROEM)
H  4.14  2.17  -2.50
C  -3.62  1.38  1.68
C  6.31  1.61  0.31
H  2.88  0.94  1.90
H  0.72  0.53  6.17
H  6.08  -3.44  -1.96
C  -4.11  -4.30  1.31
C  -3.51  0.57  -1.14
C  -2.47  3.16  -0.24
C  4.58  -1.96  -1.56
C  3.12  2.21  -2.86
H  0.39  6.80  2.30
C  1.52  3.16  -4.39
H  -1.92  -1.76  2.77
C  3.77  -2.35  -4.18
C  5.24  -2.88  -2.36
N  -2.44  -1.34  -0.21
C  4.02  0.82  0.09
H  -3.13  -5.95  2.27
C  0.38  4.72  1.77
C  3.49  -1.22  -2.04
H  7.29  1.78  -0.14
H  4.66  1.97  3.24
C  2.66  -2.95  0.96
C  -1.74  -4.52  1.49
P  -0.07  -2.54  0.26
H  -4.89  -0.32  1.20
Br  -3.20  -2.47  5.29
H  -3.99  4.08  1.05
H  3.46  -2.48  -5.21
H  1.28  3.84  -5.20
H  1.28  -2.15  3.13
H  -1.02  2.77  -1.81
H  -0.48  2.41  -4.22
C  -1.72  -1.39  4.87
C  0.85  1.49  -2.79
C  -0.10  -2.22  -2.56
C  6.09  1.96  1.63
H  -5.11  -4.68  1.52
C  -3.98  -3.09  0.65
C  -1.92  3.37  -1.65
C  -4.05  -1.58  -2.05
H  -0.26  -5.26  -0.88
H  -4.64  3.54  -0.50
H  2.32  -0.83  -3.81
C  0.39  0.12  4.09
H  -4.52  2.25  -2.05
C  -4.26  0.04  2.02
C  3.12  -1.42  -3.37
C  0.61  6.07  1.53
H  -4.89  0.15  2.90
H  -2.59  3.04  2.66
C  -3.00  -5.02  1.74
H  0.01  4.39  2.73
C  -1.36  -1.23  3.54
H  -1.17  -1.98  -2.57
Pd  -0.75  -0.30  0.23
C  0.54  2.36  -3.84
N  -0.33  -0.49  3.15
H  1.80  6.06  -1.49
H  5.51  0.76  -1.47
H  1.05  -4.35  1.02
C  4.83  -3.09  -3.67
H  -1.65  4.42  -1.78
H  -5.76  0.87  -3.65
C  1.39  5.66  -0.57
H  -1.57  -4.38  -1.69
H  1.32  -3.37  -1.46
H  4.92  -1.81  -0.54
H  -0.87  -5.08  1.80
H  -3.52  -0.73  2.23
H  -5.45  -1.58  -3.66
C  5.30  1.04  -0.45
H  -4.86  -2.55  0.33
C  3.83  1.15  1.43
H  -0.01  -3.37  3.14
H  2.90  -3.13  -0.08
C  -4.39  1.18  -2.04
H  -3.91  -2.66  -2.07
H  -1.99  1.45  3.12
C  -2.70  -2.58  0.40
C  0.10  0.02  5.45
C  -0.48  -4.52  -1.66
H  -1.74  3.56  0.46
H  2.86  -1.90  1.18
H  3.59  3.72  -4.31
H  0.15  -2.67  -3.52
C  -0.98  -0.75  5.85
C  1.19  4.29  -0.45
H  1.23  0.71  3.76
N  1.09  6.54  0.38
H  0.05  0.89  -2.37
Se  0.46  1.96  1.13
Si  2.65  0.11  -0.99
H  0.46  -1.30  -2.47
C  -3.76  3.96  -0.01
H  3.33  -3.57  1.56
C  -1.60  -3.31  0.82
C  4.84  1.72  2.20
H  -3.61  4.97  -0.42
H  5.35  -3.80  -4.30
C  -2.89  2.01  2.86
C  1.01  -3.16  2.81
C  2.14  1.39  -2.29
H  6.88  2.39  2.23
C  -3.34  -0.81  -1.13
C  0.66  3.81  0.74
H  -0.16  -4.94  -2.61
C  2.82  3.09  -3.89
P  -2.57  1.37  0.18
C  1.22  -3.30  1.31
C  0.24  -3.19  -1.45
O  1.41  -0.33  0.00
H  -3.55  2.02  3.73
H  -4.43  2.05  1.37
H  -1.25  -0.85  6.89
H  1.68  -3.86  3.32
C  -4.92  -0.97  -2.94
C  -5.09  0.41  -2.94
H  -2.65  3.10  -2.41
H  1.46  3.62  -1.26

Output
E_tot = -226719.2176 eV
Total charge = +1
Gap between HOMO and LUMO (spin up / spin down) = 4.85 / 4.93 eV

Mulliken atomic charge list, values in e, 2 entries: atom 1 (H): 0.139, atom 2 (C): 0.170

=====

Computed, not measured: a molecular structure, C52H63Cl2CrNO7P at a distorted geometry, with the ωB97M-V functional and the def2-TZVPD basis.

CARTESIAN COORDINATES (ANGSTROEM)
Cr  0.87  -0.42  0.15
H  -4.46  -0.75  3.71
H  0.29  -0.88  -5.62
O  1.44  -2.23  0.41
Cl  1.63  4.18  -0.84
H  -3.65  0.60  -2.66
C  4.10  1.05  -2.89
O  6.94  -3.73  2.89
O  8.14  -1.96  2.60
C  0.71  1.24  -1.24
H  1.01  -0.80  -4.01
C  -3.44  -3.09  -2.38
C  5.39  3.05  3.68
C  -3.64  -1.17  -0.95
H  -3.60  3.64  -2.46
C  -1.57  0.20  -4.12
H  -0.96  3.44  2.41
H  -2.10  2.71  -2.48
H  0.03  1.79  4.15
H  -1.70  -4.37  -0.77
H  1.60  -2.54  -1.79
C  0.29  -1.34  -4.62
H  -1.66  -4.91  -3.37
C  -5.00  -1.49  -0.84
H  -1.86  -3.10  -4.98
C  3.86  3.25  -2.00
C  -3.88  1.51  -2.11
H  4.24  4.25  -1.83
H  -1.25  -1.90  2.21
C  -0.62  -4.58  -3.38
H  1.64  -3.39  -3.32
C  2.47  -2.67  0.96
H  -3.51  3.41  -0.30
H  2.81  4.68  2.75
H  -0.36  -4.20  -4.36
H  -1.29  0.60  -5.10
H  4.30  4.56  1.80
H  2.45  -0.28  -2.58
H  2.95  3.44  1.53
C  -3.48  1.31  -0.67
H  2.48  -3.75  1.19
C  -2.10  -2.05  -4.89
H  -4.52  3.03  3.86
H  3.08  0.30  5.07
C  -2.11  -2.32  1.71
C  3.20  2.07  3.85
C  4.95  0.14  1.15
H  0.14  0.79  -2.05
H  -0.23  -5.32  -0.94
C  -3.35  -1.46  1.96
H  5.43  0.39  5.77
H  -5.71  2.56  -1.59
H  5.63  2.57  -3.00
C  -3.13  3.62  2.31
C  -1.11  -1.26  -4.02
C  -3.17  1.06  2.07
H  -1.90  -2.36  0.64
H  -0.01  -5.48  -3.23
H  -6.63  -2.78  -1.34
C  -3.61  -1.40  3.47
H  -1.57  5.06  2.81
C  3.70  -0.51  0.98
H  6.06  3.79  3.27
H  0.16  2.07  -0.82
C  -3.53  3.49  3.77
H  4.69  0.30  -3.42
C  2.84  0.73  -2.44
C  -2.82  -1.99  -1.77
H  4.70  -3.60  2.11
C  5.94  -1.88  1.99
C  2.58  2.92  -1.58
C  3.51  3.99  2.28
C  1.27  -3.44  -2.30
H  -2.66  0.26  -4.05
H  5.00  1.19  0.87
N  7.07  -2.56  2.53
C  3.63  -1.93  1.27
C  -4.78  -3.39  -2.25
C  -3.15  2.70  -2.76
C  -3.32  0.03  -0.11
O  0.86  -0.84  2.75
H  -5.68  1.92  -3.25
H  -2.82  2.90  4.35
C  4.06  3.03  3.29
C  3.71  1.10  4.70
C  5.04  1.13  5.08
C  2.02  1.64  -1.75
H  1.24  0.62  4.69
H  -5.61  -0.86  -0.21
H  -2.73  -1.04  4.00
H  -2.27  -3.34  2.07
H  -3.10  0.97  3.15
H  -3.12  -1.95  -4.51
H  1.75  -4.29  -1.81
C  -3.23  2.34  1.51
C  -5.40  1.72  -2.21
C  6.04  -0.53  1.62
H  -5.93  0.82  -1.89
O  2.70  0.16  0.59
C  0.66  0.38  2.63
H  -3.84  -2.40  3.83
C  4.63  2.31  -2.67
H  -3.22  2.64  -3.85
H  -0.17  -3.78  -0.08
Cl  7.51  2.23  5.15
C  -5.58  -2.58  -1.47
C  0.93  1.25  3.86
H  -3.82  4.34  1.85
P  -0.99  -1.80  -2.15
C  4.75  -2.56  1.82
H  -1.13  0.84  -3.37
H  -3.58  4.48  4.23
O  1.89  2.24  3.53
H  -5.19  -4.26  -2.75
C  5.86  2.12  4.60
H  7.00  -0.04  1.73
H  -1.53  4.50  1.13
C  -0.62  -4.30  -0.92
H  0.64  -2.37  -4.74
H  -4.21  -1.96  1.50
H  -2.09  -1.62  -5.89
C  -3.40  2.43  0.15
H  -2.84  -3.74  -2.99
C  -0.26  -3.61  -2.24
O  0.25  0.96  1.59
C  -3.24  -0.09  1.30
C  -1.71  4.19  2.16

Output
Expectation value of S² = 6.03
E_tot = -133525.4487 eV
Total charge = -1
Gap between HOMO and LUMO (spin up / spin down) = 5.61 / 6.54 eV
Spin multiplicity = 5

Mulliken atomic charge list, values in e, 2 entries: atom 1 (Cr): 1.892, atom 2 (H): 0.404